Record 1
An isolated molecule of C27H33N3O, computed with ωB97M-V with the def2-TZVPD basis set.

Frontier orbital gap ... 9.1 eV
Max |F| ... 0.689 eV Å⁻¹
ΔE to the lowest compared entry with this formula, charge and spin ... 0.9603 eV
SMILES string ... Cc1ccccc1-c1ncc(CN2CCC(CO)(CCCc3ccccc3)CC2)cn1
HOMO energy ... -0.3137 Eh
E ... -35053.0101 eV
E_LUMO ... 0.6 eV

Cartesian coordinates (Å):
C: -4.388 -2.220 5.052
C: -4.571 -0.754 4.829
C: -5.278 -0.017 5.772
C: -5.484 1.343 5.635
C: -4.971 2.005 4.531
C: -4.265 1.296 3.584
C: -4.055 -0.081 3.710
C: -3.295 -0.738 2.642
N: -2.738 0.063 1.725
C: -2.061 -0.493 0.747
C: -1.901 -1.875 0.628
C: -1.138 -2.488 -0.507
N: 0.034 -1.697 -0.829
C: 1.039 -1.780 0.212
C: 2.168 -0.792 -0.062
C: 2.818 -0.966 -1.446
C: 3.679 -2.252 -1.451
O: 3.896 -2.825 -2.715
C: 3.694 0.281 -1.688
C: 4.520 0.295 -2.973
C: 5.127 1.684 -3.227
C: 4.059 2.708 -3.490
C: 3.387 2.720 -4.707
C: 2.375 3.631 -4.947
C: 2.019 4.546 -3.971
C: 2.683 4.546 -2.757
C: 3.696 3.632 -2.520
C: 1.694 -1.040 -2.488
C: 0.617 -2.051 -2.109
C: -2.509 -2.615 1.632
N: -3.192 -2.064 2.617
H: -3.333 -2.483 5.025
H: -4.807 -2.514 6.012
H: -4.875 -2.786 4.261
H: -5.679 -0.527 6.637
H: -6.040 1.883 6.386
H: -5.124 3.067 4.412
H: -3.856 1.791 2.717
H: -1.614 0.177 0.023
H: -0.885 -3.537 -0.261
H: -1.786 -2.502 -1.391
H: 0.572 -1.526 1.168
H: 1.435 -2.810 0.301
H: 1.749 0.214 -0.005
H: 2.926 -0.890 0.718
H: 4.637 -2.036 -0.954
H: 3.182 -3.037 -0.879
H: 4.367 -2.194 -3.268
H: 3.035 1.153 -1.700
H: 4.371 0.396 -0.837
H: 5.341 -0.423 -2.903
H: 3.891 0.035 -3.826
H: 5.792 1.622 -4.092
H: 5.722 1.981 -2.361
H: 3.664 2.010 -5.474
H: 1.863 3.628 -5.898
H: 1.228 5.257 -4.157
H: 2.412 5.258 -1.991
H: 4.212 3.639 -1.570
H: 2.094 -1.321 -3.463
H: 1.232 -0.055 -2.573
H: -0.173 -2.026 -2.864
H: 1.046 -3.068 -2.098
H: -2.449 -3.698 1.652

Atomic partial charges in e from the natural (NBO) method, atoms 1 to 5: -0.63, 0.02, -0.23, -0.19, -0.23

=====

Record 2
The ion C27H33N4O with charge +1 in a non-equilibrium geometry, computed with ωB97M-V with the def2-TZVPD basis set.

Frontier orbital gap ... 6.5 eV
Max |F| ... 3.608 eV Å⁻¹
Charge ... +1
ΔE to the lowest compared entry with this formula, charge and spin ... 2.3086 eV
SMILES string ... Cn1cc[n+](C(C)(C)C)c1/C([O-])=C/[C@@H](Cc1n(C)c2ccccc2[n+]1C)c1ccccc1
HOMO energy ... -0.3434 Eh
E ... -36534.3989 eV
E_LUMO ... -2.8 eV

Cartesian coordinates (Å):
C: 2.054 -0.249 3.408
N: 1.803 -1.395 2.545
C: 2.027 -2.677 2.986
C: 1.798 -3.490 1.929
N: 1.412 -2.720 0.849
C: 1.122 -3.297 -0.510
C: 1.176 -4.810 -0.425
C: 2.189 -2.831 -1.479
C: -0.254 -2.834 -0.949
C: 1.390 -1.419 1.249
C: 1.161 -0.209 0.473
O: 1.402 -0.140 -0.775
C: 0.795 0.981 1.166
C: 0.768 2.239 0.426
C: -0.859 2.178 -0.172
C: -1.737 1.275 -0.952
N: -2.869 0.557 -0.584
C: -3.507 0.501 0.718
C: -3.305 -0.242 -1.664
C: -4.170 -1.350 -1.728
C: -4.191 -2.079 -2.935
C: -3.384 -1.731 -4.012
C: -2.508 -0.629 -3.950
C: -2.506 0.103 -2.756
N: -1.622 1.094 -2.300
C: -0.596 1.707 -3.109
C: 1.360 3.421 1.306
C: 2.411 4.282 0.885
C: 2.758 5.441 1.611
C: 2.078 5.746 2.809
C: 1.076 4.880 3.258
C: 0.764 3.716 2.526
H: 2.609 -0.621 4.293
H: 2.662 0.511 2.893
H: 1.118 0.204 3.779
H: 2.362 -2.915 3.994
H: 1.905 -4.560 1.880
H: 0.447 -5.220 0.279
H: 0.942 -5.219 -1.411
H: 2.177 -5.169 -0.169
H: 2.123 -1.753 -1.627
H: 3.187 -3.091 -1.109
H: 2.034 -3.331 -2.440
H: -0.264 -1.754 -1.105
H: -0.509 -3.313 -1.898
H: -1.018 -3.099 -0.207
H: 0.258 0.941 2.107
H: 1.246 2.294 -0.551
H: -0.568 3.039 -0.837
H: -1.252 2.338 0.857
H: -4.298 -0.253 0.671
H: -2.766 0.211 1.481
H: -3.969 1.467 0.987
H: -4.786 -1.600 -0.855
H: -4.858 -2.934 -3.018
H: -3.425 -2.316 -4.925
H: -1.848 -0.319 -4.769
H: -0.718 1.350 -4.125
H: -0.701 2.805 -3.090
H: 0.391 1.417 -2.715
H: 3.026 4.011 0.017
H: 3.582 6.098 1.283
H: 2.264 6.683 3.323
H: 0.542 5.092 4.201
H: 0.071 2.989 2.963

Atomic partial charges in e from the natural (NBO) method, atoms 1 to 5: -0.40, -0.30, -0.05, -0.05, -0.30

=====

Record 3
A cluster of 2 separate species, C27H33N4O5 in total in a non-equilibrium geometry, computed with ωB97M-V with the def2-TZVPD basis set.

Frontier orbital gap ... 4.0 eV
Max |F| ... 3.921 eV Å⁻¹
Charge ... -1
HOMO energy ... -0.0989 Eh
E ... -44730.9658 eV
E_LUMO ... 1.3 eV

Cartesian coordinates (Å):
C: -5.675 2.847 -1.686
O: -4.741 1.988 -2.246
C: -4.258 1.163 -1.270
N: -3.387 0.158 -1.652
N: -2.756 -0.387 -0.752
C: -1.823 -1.359 -1.030
C: -0.833 -1.638 0.026
C: -1.855 -1.940 -2.241
C: -0.911 -2.917 -2.769
O: -0.066 -3.429 -2.053
N: -0.986 -3.271 -4.122
C: -0.243 -4.411 -4.621
C: -1.781 -2.530 -5.093
O: -4.592 1.253 -0.108
H: -6.115 3.447 -2.485
H: -6.440 2.235 -1.198
H: -5.179 3.481 -0.944
H: -0.175 -2.450 -0.269
H: -0.239 -0.746 0.224
H: -1.336 -1.915 0.952
H: -2.685 -1.668 -2.863
H: 0.339 -4.847 -3.812
H: -0.936 -5.155 -5.008
H: 0.423 -4.105 -5.424
H: -2.109 -1.575 -4.689
H: -1.177 -2.331 -5.976
H: -2.646 -3.123 -5.386
C: 3.145 1.703 1.166
C: 3.153 0.947 -0.165
C: 3.697 1.847 -1.279
C: 3.992 -0.330 -0.074
O: 1.797 0.512 -0.503
C: 0.778 1.492 -0.501
C: 0.472 2.040 -1.800
N: -0.558 2.774 -2.061
C: -0.899 3.179 -3.313
C: -1.887 4.226 -3.417
C: -2.476 4.651 -4.618
C: -3.435 5.638 -4.608
C: -3.828 6.234 -3.422
C: -3.262 5.822 -2.231
C: -2.323 4.820 -2.229
C: -0.223 2.632 -4.484
C: 0.218 3.468 -5.522
C: 1.011 2.979 -6.530
C: 1.362 1.638 -6.552
C: 0.898 0.779 -5.572
C: 0.113 1.267 -4.555
O: 0.167 1.827 0.507
H: 2.761 1.066 1.964
H: 4.151 2.037 1.425
H: 2.495 2.576 1.090
H: 3.537 1.392 -2.257
H: 3.206 2.819 -1.254
H: 4.766 2.006 -1.153
H: 3.905 -0.883 -1.010
H: 5.044 -0.113 0.107
H: 3.612 -0.959 0.730
H: 1.168 1.821 -2.585
H: -2.232 4.164 -5.548
H: -3.903 5.940 -5.528
H: -4.590 6.999 -3.422
H: -3.558 6.278 -1.302
H: -1.923 4.438 -1.307
H: 0.012 4.525 -5.464
H: 1.417 3.656 -7.264
H: 2.014 1.273 -7.328
H: 1.183 -0.262 -5.591
H: -0.254 0.597 -3.799

Atomic partial charges in e from the natural (NBO) method, atoms 1 to 5: -0.25, -0.47, 0.83, -0.24, -0.08